Here is the ion C7H11ClO3P with charge -1 at a distorted geometry from the OMol25 dataset. Energies are from ωB97M-V with the def2-TZVPD basis set.

The geometry in XYZ format:
```
23
Properties=species:S:1:pos:R:3:forces:R:3
Cl 0.476 -3.141 0.248 -0.064 -0.510 -0.120
P 2.765 0.605 -0.073 -1.097 0.073 0.297
O 1.334 1.521 0.063 1.511 -1.670 1.896
O 3.529 1.016 -1.281 -0.358 0.175 -0.140
O 3.353 0.523 1.280 0.285 0.125 0.370
C -2.426 0.584 0.386 -0.165 -0.848 -2.643
C -0.952 0.398 -1.682 0.186 -1.639 1.979
C -0.357 -0.425 1.948 0.227 -0.008 -2.152
C 2.068 -1.083 -0.317 -1.831 4.202 1.137
C 0.902 -1.424 0.140 -1.981 0.163 0.119
C -1.402 -0.276 -0.359 0.536 -1.265 1.225
C -0.277 -0.590 0.625 1.053 -0.748 0.593
H -0.055 -0.057 -2.078 0.307 0.154 -0.093
H -1.813 1.094 1.044 0.334 1.788 1.461
H -3.183 -0.006 0.856 -0.439 -0.206 0.518
H -0.873 1.440 -1.496 0.465 0.954 0.052
H -1.829 -1.314 -0.409 0.180 0.788 -1.135
H 1.273 1.950 -0.744 -0.285 1.479 -2.525
H -2.856 1.207 -0.395 -0.429 0.422 0.407
H -1.110 0.064 2.441 -2.191 1.148 0.687
H -1.750 0.241 -2.326 -1.428 -0.163 -1.667
H 2.788 -1.726 -0.501 3.121 -3.404 -1.133
H 0.393 -0.600 2.631 2.065 -1.010 0.867
```
Positions in Å, forces in eV/Å.

Summary:
Frontier orbital gap   0.3111 Eh
ΔE to the lowest compared entry with this formula, charge and spin   0.106 eV
Total charge   -1
Total energy   -1300.6920 Eh